Record 1
Entry from the Open Molecules 2025 dataset: the molecule C5H12N4OS in a non-equilibrium geometry (the ωB97M-V functional and the def2-TZVPD basis).

CARTESIAN COORDINATES (ANGSTROEM)
C  -2.443  -0.774  0.076
N  -1.760  0.275  0.850
C  -0.355  0.526  0.501
N  0.396  -0.547  0.882
N  1.847  -0.647  0.846
O  2.223  -1.952  0.405
C  1.544  -2.571  -0.674
N  2.308  0.392  -0.202
S  1.797  1.942  0.038
C  0.062  1.688  0.010
C  -0.603  2.930  -0.445
H  -2.126  -1.808  0.407
H  -3.542  -0.729  0.431
H  -2.215  -0.555  -0.996
H  -2.297  1.168  0.922
H  -0.015  -1.076  1.589
H  0.649  -2.992  -0.276
H  2.141  -3.327  -1.184
H  1.267  -1.752  -1.525
H  3.378  0.196  -0.078
H  -1.507  2.659  -0.987
H  -0.849  3.470  0.387
H  0.100  3.484  -0.976

Summary:
Relative energy (zero: lowest compared OMol25 entry of this formula, charge and spin) ... 79.70 kcal/mol
Spin multiplicity ... 1
Electronic energy ... -889.9455 a.u.
Gap between HOMO and LUMO ... 8.1 eV

Record 2
Entry from the Open Molecules 2025 dataset: C38H52InN4O2P2SSi as an isolated structure in a non-equilibrium geometry (the ωB97M-V functional and the def2-TZVPD basis).

CARTESIAN COORDINATES (ANGSTROEM)
In  0.710  -0.302  -0.247
C  -4.942  2.237  1.443
P  -3.486  1.899  0.408
C  -2.197  3.123  0.903
C  -4.022  2.323  -1.213
C  -4.037  3.730  -1.720
C  -4.854  3.731  -3.002
C  -5.452  2.605  -3.548
C  -5.163  1.318  -3.112
C  -4.472  1.240  -1.889
P  -3.997  -0.229  -0.910
C  -5.468  -1.304  -0.993
C  -2.775  -0.945  -2.111
H  -5.150  3.272  1.308
H  -4.842  1.926  2.492
H  -5.708  1.656  0.968
H  -2.457  4.119  0.706
H  -1.205  2.910  0.414
H  -2.033  2.946  2.007
H  -4.592  4.301  -0.929
H  -5.189  4.701  -3.368
H  -6.137  2.753  -4.401
H  -5.427  0.391  -3.678
H  -5.626  -1.890  -1.946
H  -6.383  -0.675  -0.862
H  -5.409  -1.936  -0.134
H  -2.958  -2.014  -2.218
H  -1.758  -0.864  -1.696
H  -2.809  -0.558  -3.106
C  -2.568  -1.715  3.817
N  -2.031  -2.523  2.724
C  -2.738  -3.536  2.073
C  -1.964  -4.060  1.112
N  -0.740  -3.371  1.078
C  -0.818  -2.372  2.048
S  0.347  -1.196  2.419
C  0.268  -3.587  0.053
C  0.288  -4.905  -0.463
C  1.010  -5.129  -1.571
C  1.843  -4.103  -2.113
C  1.824  -2.858  -1.484
N  0.990  -2.597  -0.450
H  -3.275  -0.974  3.442
H  -1.741  -1.253  4.305
H  -3.135  -2.283  4.535
H  -3.722  -3.763  2.359
H  -2.144  -4.815  0.404
H  -0.447  -5.634  -0.131
H  0.918  -6.157  -1.876
H  2.455  -4.216  -2.984
H  2.471  -2.026  -1.738
C  -2.571  4.304  -1.956
Si  1.575  2.317  1.537
C  1.316  1.996  3.370
C  1.750  4.172  1.283
N  2.267  1.232  0.527
C  3.588  1.073  0.481
C  4.411  1.940  -0.243
C  5.808  1.877  -0.171
C  6.390  0.812  0.534
C  5.640  -0.257  0.974
C  4.263  -0.051  1.060
O  3.499  -1.101  1.541
C  3.886  -1.695  2.768
C  4.403  -0.951  3.790
C  4.412  -1.566  5.106
C  4.060  -2.911  5.275
C  3.624  -3.651  4.164
C  3.586  -3.053  2.896
H  -2.464  4.705  -2.946
H  -2.284  5.096  -1.182
H  -1.805  3.511  -1.916
H  2.285  2.057  3.959
H  0.980  0.952  3.561
H  0.629  2.739  3.761
H  0.816  4.514  0.805
H  2.544  4.491  0.648
H  1.881  4.806  2.171
H  3.878  2.646  -0.921
H  6.418  2.635  -0.672
H  7.410  0.716  0.580
H  6.033  -1.216  1.349
H  4.799  0.090  3.668
H  4.492  -0.927  5.995
H  4.248  -3.358  6.235
H  3.312  -4.683  4.339
H  3.217  -3.607  2.008
C  1.004  -1.064  -3.981
C  1.648  0.110  -3.342
C  3.099  0.404  -3.819
C  0.701  1.292  -3.521
O  1.840  -0.151  -1.922
H  0.855  -0.919  -5.059
H  0.078  -1.150  -3.514
H  1.516  -2.024  -3.827
H  3.274  0.593  -4.897
H  3.821  -0.400  -3.570
H  3.392  1.295  -3.283
H  0.319  1.413  -4.542
H  1.183  2.264  -3.226
H  -0.275  1.291  -2.999

Summary:
Relative energy (zero: lowest compared OMol25 entry of this formula, charge and spin) ... 0.00 kcal/mol
Spin multiplicity ... 1
Electronic energy ... -3408.7987 a.u.
Gap between HOMO and LUMO (spin up / spin down) ... 4.5 / 4.2 eV
Total charge ... +1

Record 3
Entry from the Open Molecules 2025 dataset: an isolated ion of composition C7H13N and charge +1 in a non-equilibrium geometry (the ωB97M-V functional and the def2-TZVPD basis).

CARTESIAN COORDINATES (ANGSTROEM)
C  -0.380  1.542  0.407
C  -1.211  0.365  -0.234
C  -0.357  -0.626  -0.924
C  0.639  -1.376  -0.342
C  0.969  -1.417  1.060
C  2.261  -1.369  1.463
C  -0.403  -0.496  -2.425
N  -1.273  2.386  1.211
H  0.122  2.211  -0.324
H  0.420  1.162  1.048
H  -1.899  0.797  -0.954
H  -1.680  -0.201  0.629
H  1.206  -2.005  -1.034
H  0.153  -1.366  1.788
H  3.154  -1.224  0.870
H  2.459  -1.272  2.537
H  -1.201  -1.187  -2.719
H  -0.593  0.529  -2.761
H  0.494  -0.867  -2.948
H  -2.070  1.847  1.544
H  -0.811  2.567  2.107

Summary:
Relative energy (zero: lowest compared OMol25 entry of this formula, charge and spin) ... 37.42 kcal/mol
Expectation value of S² ... 0.77
Spin multiplicity ... 2
Electronic energy ... -328.9087 a.u.
Gap between HOMO and LUMO (spin up / spin down) ... 8.6 / 5.3 eV
Total charge ... +1

Record 4
Entry from the Open Molecules 2025 dataset: a 2-piece molecular cluster, H4O2 overall in a non-equilibrium geometry (the ωB97M-V functional and the def2-TZVPD basis).

CARTESIAN COORDINATES (ANGSTROEM)
O  0.888  -0.403  0.400
H  1.671  -0.851  0.081
H  1.222  0.290  0.969
O  -1.380  0.584  -0.746
H  -0.480  0.375  -0.495
H  -1.920  0.005  -0.209

Summary:
Relative energy (zero: lowest compared OMol25 entry of this formula, charge and spin) ... 0.89 kcal/mol
Expectation value of S² ... 0.75
Spin multiplicity ... 2
Electronic energy ... -152.8344 a.u.
Gap between HOMO and LUMO (spin up / spin down) ... 3.7 / 11.5 eV
Total charge ... -1